# 1
The following is a quantum chemistry calculation of an isolated ion of composition C7H9IN3 and charge +1, from the Open Molecules 2025 dataset.

Output
HOMO (alpha / beta)	-11.10 / -11.28	eV
ΔE to the lowest compared entry with this formula, charge and spin	3.464	eV

Geometry as ORCA input:
```
! RIJCOSX wB97M-V def2-TZVPD def2/J DEFGRID3
* xyz 1 1
C 0.33779 -2.71455 -0.28343
C 1.52795 -2.03845 -0.06862
C -0.77678 -1.87896 -0.15402
C 1.20780 1.53022 -0.66176
C -0.20663 2.03264 -0.52018
C 1.15999 -0.60647 0.40859
C -1.33951 0.18347 0.84164
N -0.42591 -0.68460 0.30737
N 1.67930 0.45299 -0.24694
N -0.79698 1.65666 0.76562
I -3.38899 0.02157 0.07685
H 0.20562 -3.72123 -0.72422
H 2.48478 -2.55411 -0.25033
H -1.77784 -2.09084 -0.40391
H 1.74253 2.27939 -1.33782
H -0.22294 3.11618 -0.55186
H -0.93649 1.48826 -1.27662
H 1.33448 -0.59470 1.44511
H -0.16509 1.89235 1.48192
H -1.64310 2.23019 1.15260
*
```


# 2
The following is a quantum chemistry calculation of C7H9N as an isolated structure, from the Open Molecules 2025 dataset.

Output
HOMO	-9.04	eV
ΔE to the lowest compared entry with this formula, charge and spin	4.531	eV

Geometry as ORCA input:
```
! RIJCOSX wB97M-V def2-TZVPD def2/J DEFGRID3
* xyz 0 1
C -1.34675 1.05613 0.01026
C -1.45496 -0.44139 -0.03228
C -0.30824 -1.08754 0.68122
C 0.80474 0.00556 1.04256
C 1.76495 -0.03723 -0.17047
C 0.15795 1.02198 0.20336
C -0.30567 -0.91496 -0.80214
H -1.74163 1.35779 1.04149
H -1.62591 1.76959 -0.89947
H -2.58294 -0.84718 0.17428
H -0.30019 -1.93431 1.39292
H 1.16301 0.08546 2.08514
H 2.49207 -0.91660 -0.44752
H 2.36604 0.84200 -0.25610
H 0.90448 1.92433 0.17912
H -0.19446 -1.76306 -1.59496
N 0.52105 0.26667 -1.03856
*
```


# 3
The following is a quantum chemistry calculation of C7H9N as an isolated structure, from the Open Molecules 2025 dataset.

Output
HOMO	-8.14	eV
ΔE to the lowest compared entry with this formula, charge and spin	9.578	eV

Geometry as ORCA input:
```
! RIJCOSX wB97M-V def2-TZVPD def2/J DEFGRID3
* xyz 0 1
C 0.74604 0.84777 1.37547
C 0.71856 -0.14052 -0.55790
C 0.09570 -0.41689 -1.94871
C -1.20663 -0.36151 -1.59792
C -1.41316 -0.47232 -0.16984
C -0.56657 0.06306 1.09812
C -0.21514 -1.08063 0.28843
H 1.03557 0.79391 2.51815
H 0.62790 2.03461 1.24941
H 2.60819 0.79018 0.27852
H 0.24449 0.69623 -0.39117
H 0.59333 -0.36419 -2.97032
H -2.05217 0.51110 -2.18539
H -2.16418 -1.13225 0.15486
H -1.08103 0.17340 2.07201
H 0.27781 -2.16768 0.41630
N 1.75129 0.22573 0.37000
*
```


# 4
The following is a quantum chemistry calculation of a single C7H9N molecule, from the Open Molecules 2025 dataset.

Output
HOMO	-8.18	eV
ΔE to the lowest compared entry with this formula, charge and spin	2.793	eV

Geometry as ORCA input:
```
! RIJCOSX wB97M-V def2-TZVPD def2/J DEFGRID3
* xyz 0 1
C -2.62061 0.30468 -0.04510
C -0.28004 -0.32548 -0.02517
C 0.71532 -1.39026 -0.02663
C 2.04139 -1.04460 0.01270
C 2.46435 0.28737 -0.05404
C 1.50719 1.32343 0.01810
C 0.06154 0.99428 -0.03196
H -2.47103 1.11911 0.91431
H -2.64081 1.01376 -0.99224
H -3.56206 -0.32997 0.01891
H -1.70537 -1.57351 0.49262
H 0.61714 -2.37634 -0.08809
H 2.79536 -1.97696 -0.04767
H 3.62720 0.52613 -0.17349
H 1.74876 2.54751 0.05569
H -0.61745 1.66931 0.05299
N -1.68088 -0.76843 -0.08092
*
```


# 5
The following is a quantum chemistry calculation of a single C7H9N molecule, from the Open Molecules 2025 dataset.

Output
HOMO	-8.91	eV
ΔE to the lowest compared entry with this formula, charge and spin	3.798	eV

Geometry as ORCA input:
```
! RIJCOSX wB97M-V def2-TZVPD def2/J DEFGRID3
* xyz 0 1
C -2.53531 0.15124 0.50901
C -0.27252 -0.28662 -0.31279
C 0.56201 -1.37946 -0.08216
C 1.93539 -1.19364 0.09364
C 2.41861 0.16314 0.14116
C 1.56641 1.25050 -0.09647
C 0.27540 1.04067 -0.36054
H -2.58113 -0.29058 1.52414
H -2.39250 1.33695 0.55792
H -3.75065 -0.04988 0.09904
H -1.91986 -0.31239 -1.43110
H 0.34416 -2.24202 -0.11439
H 2.70910 -1.94222 0.12337
H 3.51010 0.41906 0.36711
H 2.23173 2.16037 -0.16808
H -0.42281 1.67724 -0.27301
N -1.67814 -0.50237 -0.57685
*
```


# 6
The following is a quantum chemistry calculation of a single C7H9N molecule, from the Open Molecules 2025 dataset.

Output
HOMO	-7.97	eV
ΔE to the lowest compared entry with this formula, charge and spin	7.368	eV

Geometry as ORCA input:
```
! RIJCOSX wB97M-V def2-TZVPD def2/J DEFGRID3
* xyz 0 1
C 0.10691 1.79930 -0.35526
C 0.01409 0.62871 -1.27385
C 1.16463 -0.99842 0.13522
C 0.40745 -1.86943 1.08751
C -1.13385 1.00557 -0.27435
C -1.11266 0.08925 1.02298
C 0.66950 -0.78695 -1.10582
H 0.64774 2.20151 0.44770
H 0.02880 2.66673 -0.95358
H 0.02863 1.13898 -2.32000
H 1.45137 -0.14067 0.72977
H 0.97423 -2.08314 2.11166
H 0.22512 -2.88298 0.54428
H -2.08450 1.25649 -0.61679
H -0.70712 0.56595 1.97294
H 0.12714 -1.41983 -1.79558
N -0.80747 -1.17106 0.64317
*
```


# 7
The following is a quantum chemistry calculation of a single C7H9N molecule, from the Open Molecules 2025 dataset.

Output
HOMO	-8.01	eV
ΔE to the lowest compared entry with this formula, charge and spin	2.685	eV

Geometry as ORCA input:
```
! RIJCOSX wB97M-V def2-TZVPD def2/J DEFGRID3
* xyz 0 1
C 2.63595 0.35150 -0.02424
C 0.27429 -0.37830 -0.07049
C -0.21167 1.00175 -0.06757
C -1.53692 1.30777 -0.03272
C -2.46613 0.27091 -0.06983
C -1.98759 -1.04269 -0.03376
C -0.70035 -1.31448 -0.04571
H 3.50786 -0.17418 -0.09077
H 2.76546 0.86485 1.06896
H 2.52198 1.01041 -0.74708
H 1.80574 -1.54886 0.47777
H 0.52588 1.76620 -0.20815
H -1.86216 2.40892 0.00982
H -3.34424 0.40213 0.08324
H -2.93475 -1.77559 0.00130
H -0.62799 -2.42282 -0.05426
N 1.63464 -0.72753 -0.19653
*
```


# 8
The following is a quantum chemistry calculation of an isolated ion of composition C7H9N2O and charge -1, from the Open Molecules 2025 dataset.

Output
HOMO	-2.21	eV
ΔE to the lowest compared entry with this formula, charge and spin	0.000	eV

Geometry as ORCA input:
```
! RIJCOSX wB97M-V def2-TZVPD def2/J DEFGRID3
* xyz -1 1
C -0.16005 -1.77011 -0.13973
C -1.56257 -1.60454 -0.13156
C 0.68477 -0.64800 0.05001
C 0.17379 0.60789 -0.02335
C -1.35302 0.80644 -0.00490
C 2.18796 -0.95456 0.14496
C 1.01909 1.86271 0.10863
N -1.96012 1.91550 -0.20730
N -2.13161 -0.39075 0.11574
O -3.41549 -0.37299 0.26940
H 0.31741 -2.73144 -0.34910
H -2.32083 -2.34621 -0.23852
H 2.41000 -1.94808 0.35098
H 2.90584 -0.19939 0.73961
H 2.48809 -0.77460 -1.01665
H 0.40518 2.75097 0.15514
H 1.71125 2.10503 -0.67181
H 1.58626 1.89131 1.08451
H -2.98597 1.80082 -0.23608
*
```


# 9
The following is a quantum chemistry calculation of an isolated ion of composition C7H9N2O and charge +1, from the Open Molecules 2025 dataset.

Output
HOMO (alpha / beta)	-13.19 / -13.19	eV
ΔE to the lowest compared entry with this formula, charge and spin	3.520	eV

Geometry as ORCA input:
```
! RIJCOSX wB97M-V def2-TZVPD def2/J DEFGRID3
* xyz 1 1
C -2.53046 1.22710 -0.14732
C -1.88820 2.03537 -0.98783
C -1.63219 0.13446 0.21263
C -0.33759 0.54572 -0.39947
C -1.90568 -0.90363 1.06034
C 1.76893 -0.72669 0.25827
C 2.77325 -1.40958 -0.44502
N -0.52437 1.69342 -1.00863
N 0.80173 -0.11320 -0.52158
O 2.39302 -0.81227 1.69132
H -3.46916 1.41154 0.22104
H -2.19304 2.96114 -1.33222
H -2.79634 -0.99982 1.65296
H -1.19497 -1.72812 1.13301
H 1.68985 -0.49178 2.25429
H 2.15360 -2.21448 -0.92112
H 3.49578 -1.89503 0.23281
H 3.34220 -0.91690 -1.26013
H 0.05365 2.20277 -1.69337
*
```


# 10
The following is a quantum chemistry calculation of an isolated ion of composition C7H9N2O and charge +1, from the Open Molecules 2025 dataset.

Output
HOMO	-13.95	eV
ΔE to the lowest compared entry with this formula, charge and spin	4.222	eV

Geometry as ORCA input:
```
! RIJCOSX wB97M-V def2-TZVPD def2/J DEFGRID3
* xyz 1 1
C -1.79761 0.12112 0.80970
C -1.95316 -1.19934 0.56103
C -0.65516 0.84655 0.40500
C -1.02206 -2.07508 -0.13958
C 0.91044 -0.35702 -0.15807
C 0.46292 -1.75141 -0.18813
C 0.45048 2.94317 0.04520
N -1.53493 -3.11726 -0.62741
N 1.91847 0.30734 -0.32994
O -0.63305 2.10101 0.41562
H -2.59559 0.66745 1.29946
H -2.87979 -1.68931 0.83492
H 0.90936 -2.24459 0.68908
H 0.90584 -2.22596 -1.07577
H 1.28456 2.39051 -0.37912
H 0.04804 3.67364 -0.66226
H 0.76161 3.47535 0.94717
H -0.93226 -3.76181 -1.13187
H 2.81299 -0.09191 -0.59094
*
```


# 11
The following is a quantum chemistry calculation of a single C7H9N3O4 molecule, from the Open Molecules 2025 dataset.

Output
HOMO (alpha / beta)	-9.19 / -9.19	eV
ΔE to the lowest compared entry with this formula, charge and spin	6.796	eV

Geometry as ORCA input:
```
! RIJCOSX wB97M-V def2-TZVPD def2/J DEFGRID3
* xyz 0 1
C -1.08301 -1.29513 1.74015
C -1.04864 0.01200 1.38388
C 2.02066 0.97146 0.45310
C -0.70818 0.81015 -2.32228
C 0.58744 -0.95526 0.06055
C 0.63695 1.45146 0.38669
C -1.29689 0.50555 -0.73920
N -0.07850 -3.19868 0.97537
N -0.29461 -1.98999 0.91352
N -0.23095 0.19605 0.23870
O 2.53775 0.62212 -0.73915
O 0.46322 0.67259 -2.36009
O 2.76277 0.93706 1.40201
O -1.53581 1.29738 -3.03653
H -1.73685 -1.63762 2.60964
H -1.45407 0.89572 1.89878
H 1.97313 0.56458 -1.54078
H 0.79414 -1.28148 -1.03068
H 0.45212 1.92017 -0.58152
H 0.43669 1.86054 1.42477
H -1.97475 -0.31119 -0.80074
H -1.74506 1.36310 -0.41936
H 0.52244 -3.41058 0.08318
*
```


# 12
The following is a quantum chemistry calculation of a single C7H9N3S molecule, from the Open Molecules 2025 dataset.

Output
HOMO	-8.99	eV
ΔE to the lowest compared entry with this formula, charge and spin	2.977	eV

Geometry as ORCA input:
```
! RIJCOSX wB97M-V def2-TZVPD def2/J DEFGRID3
* xyz 0 1
C 0.97722 1.67139 -0.88854
C 1.14769 1.37524 0.42994
C 0.37585 0.02262 1.03901
C 1.86028 1.84676 1.52644
C 0.29177 -1.67944 -0.78410
C -1.64763 -0.14437 -0.37896
C -0.51224 -0.87539 0.35721
N 0.64573 1.76177 -1.98497
N 1.73043 1.21314 2.75121
N 2.60942 2.99057 1.42118
S 0.68147 -0.05954 2.65332
H -0.31806 -2.48608 -1.05205
H 1.30197 -2.04159 -0.32700
H 0.50392 -1.06884 -1.71506
H -2.16902 0.38420 0.33001
H -2.42555 -0.87007 -0.66892
H -1.23797 0.66075 -1.03722
H -0.76399 -1.46137 1.17624
H 3.27364 3.06686 0.74039
H 2.97409 3.32051 2.38202
*
```